Density functional theory data (wB97M-V/def2-TZVPD) for C45H49ClIN10OSeSn as an isolated structure.

```
109
Properties=species:S:1:pos:R:3
Sn -1.7197 0.1877 -0.8953
N 3.9036 3.1566 -0.8277
C 2.7783 3.0164 -1.5596
N 1.5754 3.0101 -1.0997
C 1.4032 3.1005 0.2805
N 0.2431 3.1580 0.8310
N -0.8436 3.0319 0.0018
C -1.6480 4.0019 -0.0131
C -2.8815 3.9945 -0.8352
C -3.8753 4.9244 -0.5524
C -5.0015 4.9759 -1.3562
C -5.0820 4.1181 -2.4394
C -4.0482 3.2114 -2.6367
N -2.9802 3.1206 -1.8459
C 2.5824 3.1796 1.1537
C 2.4919 3.2525 2.5444
C 3.6275 3.3851 3.3152
C 4.8801 3.4581 2.7015
C 4.9888 3.3893 1.3292
C 3.8371 3.2409 0.5597
H 4.8020 3.1508 -1.2780
H 2.9302 2.9028 -2.6299
H -1.4417 4.9157 0.5524
H -3.7635 5.5920 0.2943
H -5.7993 5.6764 -1.1438
H -5.9204 4.1479 -3.1231
H -4.0760 2.5295 -3.4825
H 1.5101 3.2177 3.0014
H 3.5474 3.4462 4.3934
H 5.7718 3.5833 3.3028
H 5.9575 3.4467 0.8458
C 0.7627 0.3976 -4.8668
C -0.1208 0.1238 -5.8960
C -1.4601 -0.0834 -5.6063
C -1.8782 -0.0363 -4.2863
N -1.0169 0.2160 -3.2974
C 0.2662 0.4447 -3.5740
C -3.3045 -0.2326 -3.8786
C -4.2972 -0.5005 -4.8104
C -5.6113 -0.6239 -4.3952
C -5.9050 -0.4991 -3.0501
C -4.8596 -0.2662 -2.1758
N -3.5934 -0.1170 -2.5721
H 1.8159 0.5595 -5.0519
H 0.2272 0.0736 -6.9200
H -2.1552 -0.2894 -6.4067
H 0.9045 0.6634 -2.7266
H -4.0484 -0.6267 -5.8543
H -6.3945 -0.8240 -5.1146
H -6.9148 -0.5988 -2.6766
H -5.0382 -0.2059 -1.1118
C 3.7574 -3.5165 -2.6669
C 3.8309 -4.1524 -1.2780
C 2.5446 -4.8745 -0.8717
C 1.3253 -3.9599 -0.7543
N 1.3394 -3.2237 0.5078
C 1.7781 -1.9543 0.6896
Se 2.0735 -0.7041 -0.6370
N 1.8392 -1.7378 2.0295
C 2.5075 -0.6206 2.6827
C 3.8178 -1.0664 3.3379
C 4.8861 -1.5420 2.3530
C 5.3964 -0.4491 1.4165
C 1.3551 -2.8561 2.7063
C 1.1316 -3.0961 4.0544
C 0.5864 -4.3261 4.3952
C 0.2689 -5.2764 3.4197
C 0.4929 -5.0299 2.0732
C 1.0404 -3.8001 1.7406
H 4.7536 -3.2506 -3.0266
H 3.1576 -2.6044 -2.6537
H 3.3159 -4.2113 -3.3897
H 4.0732 -3.3827 -0.5358
H 4.6449 -4.8800 -1.2562
H 2.6937 -5.3801 0.0868
H 2.3208 -5.6512 -1.6099
H 0.4026 -4.5323 -0.7928
H 1.2937 -3.2267 -1.5562
H 1.8354 -0.2026 3.4337
H 2.6756 0.1387 1.9237
H 3.5985 -1.8774 4.0363
H 4.2058 -0.2262 3.9233
H 4.4953 -2.3799 1.7649
H 5.7241 -1.9341 2.9333
H 4.6351 -0.1563 0.6902
H 6.2680 -0.7979 0.8591
H 5.6900 0.4375 1.9847
H 1.3687 -2.3581 4.8107
H 0.3921 -4.5485 5.4372
H -0.1692 -6.2201 3.7206
H 0.2288 -5.7550 1.3121
I -2.2064 -2.5607 -0.6766
C -0.9499 0.6023 3.3149
O -0.5995 0.3653 1.9566
H -1.6139 1.4672 3.4175
H -0.0670 0.7649 3.9399
H -1.4684 -0.2810 3.6855
H -0.1368 1.1568 1.6385
Cl -7.0388 2.6806 1.2109
C -5.8304 1.4855 1.5264
C -5.9747 0.5791 2.5623
C -4.9679 -0.3519 2.7632
C -3.8657 -0.3460 1.9224
N -3.7388 0.5256 0.9211
C -4.7046 1.4262 0.7250
H -6.8578 0.6008 3.1896
H -5.0440 -1.0873 3.5537
H -3.0597 -1.0627 2.0376
H -4.5793 2.1230 -0.0998
```

As for the total charge: +1. The LUMO energy is -2.57 eV. For the calculated total energy, the calculation gives -156208.26291 eV. For the HOMO energy, the calculation gives -9.244 eV. As for the spin multiplicity: 1. Its orbital gap is 6.67 eV.

---

Density functional theory data (wB97M-V/def2-TZVPD) for a 12-piece molecular cluster, C33H65N17O5 overall at a distorted geometry.

```
120
Properties=species:S:1:pos:R:3
C 7.7169 19.4527 17.1315
C 7.2157 18.4865 18.0207
C 6.4151 19.1421 18.9295
N 6.4442 20.4605 18.6101
C 7.2137 20.6597 17.6046
H 8.3332 19.3070 16.2567
H 7.3995 17.4222 18.0222
H 5.7816 18.8290 19.7462
H 5.8981 21.1873 19.0502
H 7.3626 21.6769 17.2738
C 17.1937 9.2302 20.9047
C 18.4076 8.6730 20.7753
C 18.6106 8.4669 19.4393
N 17.5377 8.8587 18.7557
C 16.6320 9.3141 19.7003
H 16.7352 9.3814 21.8708
H 19.0729 8.3810 21.5744
H 19.4378 8.0043 18.9216
H 17.3695 8.6772 17.7764
H 15.6596 9.6987 19.4300
N 11.3280 19.3364 20.5435
C 11.3897 19.5372 21.8130
N 12.5352 19.2751 22.3250
O 10.4693 19.8417 22.5878
H 12.1231 18.8482 20.1568
H 10.4214 19.3733 20.0999
H 13.1848 18.7220 21.7846
H 12.7014 19.4475 23.3062
N 11.7284 17.4907 13.3180
C 12.4187 17.4465 14.3644
N 11.7937 16.8208 15.3288
O 13.6244 17.6927 14.3654
H 10.7825 17.1405 13.2668
H 12.2495 17.7433 12.4904
H 10.7939 16.6880 15.3815
H 12.3604 16.4946 16.0986
N 14.5818 13.5322 23.5779
C 14.9163 14.6354 24.1401
N 14.0609 15.0061 25.1093
O 15.9218 15.2949 23.9290
H 15.2697 13.2194 22.9077
H 13.7024 13.0615 23.7360
H 13.2165 14.4642 25.2252
H 14.2470 15.8012 25.7036
N 10.4284 12.1956 28.5566
C 9.6098 12.8430 27.7693
N 8.6024 13.4203 28.3920
O 9.8613 12.9406 26.5591
H 11.0534 11.5792 28.0569
H 10.3762 12.2304 29.5647
H 8.8053 13.5648 29.3708
H 7.9766 14.0508 27.9115
N 16.6581 18.2709 17.8518
C 16.2823 17.7042 18.9542
N 17.2642 17.3534 19.7408
O 15.1266 17.4424 19.1211
H 17.6651 18.3327 17.8052
H 16.0104 18.4040 17.0882
H 18.2221 17.6578 19.6418
H 17.0334 16.9705 20.6465
C 5.6415 11.2735 16.3683
C 6.0435 10.6402 15.0054
C 6.0497 11.6219 13.8402
C 6.8719 12.7682 14.2193
N 7.5172 13.6870 14.5111
H 5.2544 10.4457 16.9624
H 4.7974 11.9442 16.2079
H 6.4023 11.7432 16.9917
H 5.4563 9.7933 14.6505
H 7.0546 10.2435 15.0972
H 5.0586 12.0385 13.6607
H 6.3929 11.1220 12.9344
C 9.4390 6.7896 28.7573
C 10.7909 6.0588 28.4913
C 11.1321 5.7193 27.0647
C 11.4381 6.9082 26.2846
N 11.6604 7.8260 25.6340
H 8.7014 6.2956 28.1248
H 9.4374 7.7956 28.3378
H 9.0626 6.8982 29.7745
H 10.7721 5.1198 29.0444
H 11.5702 6.6304 28.9954
H 10.4450 5.1224 26.4649
H 12.0917 5.2079 27.1414
C 6.2400 9.0128 24.6491
C 5.0997 9.8159 25.3144
C 5.0606 11.3244 25.0517
C 4.7095 11.6971 23.6745
N 4.4282 11.9793 22.5950
H 6.0712 7.9364 24.6776
H 7.1890 9.1124 25.1759
H 6.3462 9.2152 23.5833
H 5.1467 9.6823 26.3951
H 4.1010 9.4393 25.0935
H 6.0113 11.7910 25.3096
H 4.3163 11.8384 25.6599
C 14.0819 7.2594 12.4385
C 14.5693 5.8400 12.3390
C 15.1692 5.2310 13.6130
C 16.4128 5.8682 14.0001
N 17.4703 6.2592 14.3049
H 14.8791 7.9974 12.5269
H 13.3902 7.4766 13.2525
H 13.6067 7.4222 11.4711
H 15.2716 5.8683 11.5059
H 13.7877 5.1621 11.9960
H 15.3228 4.1617 13.4672
H 14.5898 5.3775 14.5246
C 10.8135 12.8612 20.0023
C 10.3824 11.7338 20.9416
C 9.9871 10.4012 20.2045
C 10.7121 10.0533 19.0092
N 11.2745 9.7847 18.0028
H 10.0301 12.9806 19.2538
H 11.6819 12.5231 19.4367
H 11.0009 13.8099 20.5051
H 9.4944 11.9880 21.5203
H 11.0701 11.5240 21.7608
H 8.9486 10.4564 19.8781
H 9.9014 9.5672 20.9011
```

The LUMO energy is 0.14 eV. For the calculated total energy, the calculation gives -70843.62541 eV. For the HOMO energy, the calculation gives -7.790 eV. As for the spin multiplicity: 1. Its orbital gap is 7.93 eV.

---

Density functional theory data (wB97M-V/def2-TZVPD) for a 2-piece molecular cluster, C5H10O2 overall.

```
17
Properties=species:S:1:pos:R:3
C -1.1368 0.8874 -0.2572
O -1.3325 -0.0787 -1.2756
C -1.2734 -1.3595 -0.6618
C -0.2493 -1.2307 0.4454
C 0.9992 -0.5204 0.0620
C -0.1471 0.2451 0.7024
H -0.7983 1.8147 -0.7347
H -2.0794 1.1001 0.2731
H -0.9937 -2.0747 -1.4403
H -2.2463 -1.6366 -0.2297
H -0.2299 -1.9347 1.2705
H 1.1832 -0.3587 -0.9994
H 1.8989 -0.7043 0.6409
H -0.0819 0.6272 1.7186
O 2.4409 1.8851 0.4183
H 2.4593 1.8616 -0.5452
H 1.5872 1.4770 0.6127
```

The LUMO energy is 0.94 eV. For the calculated total energy, the calculation gives -9440.82823 eV. For the HOMO energy, the calculation gives -10.049 eV. As for the spin multiplicity: 1. Its orbital gap is 10.98 eV.

---

Density functional theory data (wB97M-V/def2-TZVPD) for C46H64BF2GeIIrN4O2P3 as an isolated structure at a distorted geometry.

```
125
Properties=species:S:1:pos:R:3
Ir -1.0639 -0.4729 -0.3637
C -0.5208 3.6312 -3.4671
C -1.1000 2.3088 -2.9620
C -2.6164 2.4211 -2.7823
P -0.2511 1.5687 -1.4985
C 1.3606 1.1923 -2.3389
N 2.3255 0.6944 -1.3946
Ge 1.5461 -0.4573 0.1603
N 2.2073 -2.1530 -0.3488
C 1.2716 -3.1895 -0.7064
P -0.3536 -2.5874 -1.3207
C 0.0270 -2.2859 -3.1062
C -1.0727 -1.4436 -3.7669
C 0.3413 -3.5146 -3.9598
C -1.3407 -4.1373 -1.1137
C -0.5657 -5.4508 -1.2770
C -2.5991 -4.1760 -1.9869
C 3.3978 -2.5989 0.2273
C 3.8138 -3.9349 0.2577
C 4.9807 -4.2928 0.9224
C 5.7414 -3.3447 1.5924
C 5.3487 -2.0156 1.5512
C 4.2171 -1.6573 0.8440
N 3.7906 -0.2640 0.6307
C 4.4592 0.2982 -0.5258
C 5.8211 0.2651 -0.7124
C 6.3954 0.9257 -1.7955
C 5.5982 1.6156 -2.7297
C 4.2387 1.5875 -2.6199
C 3.6245 0.8929 -1.5277
C 3.9144 0.5738 1.8212
C 5.0646 1.2362 2.2153
C 5.0917 1.9364 3.4092
C 3.9425 1.9709 4.1871
C 2.7754 1.3507 3.7642
C 2.7294 0.6390 2.5544
N 1.5869 0.0390 2.0383
C 0.3579 0.4505 2.6799
P -1.1594 -0.3333 2.0363
C -1.2361 -1.9657 2.8996
C -0.0111 -2.8091 2.5276
C -1.3760 -1.8995 4.4212
C -2.4709 0.7389 2.7355
C -2.1757 1.4022 4.0828
C -3.8115 -0.0082 2.7443
C 0.3228 2.8263 -0.2620
C 1.4155 3.8010 -0.7100
C -0.8715 3.5630 0.3349
H -0.9834 3.8658 -4.4279
H 0.5591 3.6123 -3.6270
H -0.7571 4.4483 -2.7837
H -0.9214 1.5398 -3.7233
H -2.8823 3.2392 -2.1092
H -3.0473 1.5114 -2.3740
H -3.0766 2.6217 -3.7531
H 1.7174 2.0825 -2.8477
H 1.1511 0.4357 -3.1031
H 1.0871 -3.8546 0.1427
H 1.6749 -3.8093 -1.5111
H 0.9393 -1.6835 -3.0266
H -1.9828 -2.0298 -3.9103
H -0.7454 -1.0865 -4.7481
H -1.3436 -0.5776 -3.1575
H -0.5521 -4.1106 -4.1448
H 1.1011 -4.1602 -3.5178
H 0.7233 -3.1876 -4.9299
H -1.6600 -4.0638 -0.0686
H -0.2009 -5.5824 -2.2952
H -1.2543 -6.2727 -1.0699
H 0.2721 -5.5571 -0.5893
H -2.3456 -4.3720 -3.0303
H -3.1808 -3.2635 -1.9394
H -3.2379 -4.9943 -1.6488
H 3.2282 -4.7004 -0.2327
H 5.2844 -5.3327 0.9315
H 6.6340 -3.6303 2.1326
H 5.9184 -1.2654 2.0869
H 6.4490 -0.2885 -0.0288
H 7.4715 0.9084 -1.9150
H 6.0597 2.1437 -3.5546
H 3.6328 2.0708 -3.3718
H 5.9525 1.2283 1.5963
H 5.9963 2.4383 3.7244
H 3.9458 2.5024 5.1317
H 1.8911 1.4166 4.3820
H 0.1988 1.5364 2.5850
H 0.3795 0.2332 3.7507
H -2.1259 -2.4503 2.4856
H 0.8952 -2.4183 2.9969
H 0.1533 -2.8164 1.4527
H -0.1518 -3.8405 2.8626
H -0.5584 -1.3404 4.8839
H -1.3370 -2.9159 4.8226
H -2.3194 -1.4598 4.7380
H -2.5507 1.5242 1.9834
H -1.9951 0.6834 4.8823
H -3.0491 1.9951 4.3655
H -1.3277 2.0865 4.0358
H -3.9363 -0.5908 3.6599
H -3.9176 -0.6852 1.8941
H -4.6352 0.7064 2.6881
H 0.7414 2.1878 0.5249
H 1.0870 4.4424 -1.5267
H 2.3408 3.3040 -1.0078
H 1.6635 4.4497 0.1338
H -1.2872 4.2814 -0.3773
H -0.5635 4.1167 1.2256
H -1.6536 2.8571 0.6079
I -7.9159 6.2301 0.5856
C -6.7139 4.5507 0.3446
C -7.2738 3.3411 -0.0634
C -6.4790 2.2244 -0.2333
C -5.0715 2.2755 -0.0065
C -4.5451 3.5201 0.4275
C -5.3505 4.6309 0.5962
C -4.2280 1.1609 -0.2091
O -4.9302 -0.0099 -0.5308
O -2.9432 1.0976 -0.1214
H -8.3377 3.2737 -0.2527
H -6.9342 1.2976 -0.5531
H -3.4934 3.5978 0.6436
H -4.9172 5.5665 0.9280
F -3.5790 -0.8296 -2.2771
B -4.6150 -0.9466 -1.4291
F -5.3523 -2.0475 -1.5668
```

As for the total charge: +1. The LUMO energy (alpha / beta) is -2.19 / -5.33 eV. For the calculated total energy, the calculation gives -160228.56621 eV. The expectation value of S² is 8.84. For the HOMO energy (alpha / beta), the calculation gives -6.842 / -9.590 eV. As for the spin multiplicity: 6. Its orbital gap (alpha / beta) is 4.65 / 4.26 eV.